{"formula": "C17H14BrNO3SSn", "method": "ωB97M-V/def2-TZVPD", "symbols": ["C", "C", "C", "H", "C", "C", "H", "H", "H", "H", "Sn", "Br", "C", "C", "C", "H", "C", "C", "H", "H", "H", "H", "O", "C", "N", "S", "O", "O", "C", "C", "C", "C", "C", "C", "H", "H", "H", "H"], "xyz": [[0.14, 0.40, -2.55], [1.02, 1.02, -1.58], [1.63, -0.05, -0.81], [1.25, 2.08, -1.53], [1.14, -1.27, -1.30], [0.25, -1.03, -2.36], [-0.21, -1.79, -3.00], [-0.36, 0.94, -3.36], [2.44, 0.09, -0.09], [1.43, -2.25, -0.94], [-1.15, 0.89, -0.63], [-1.28, 3.34, -1.22], [-3.28, -0.05, 0.58], [-2.62, -1.01, -0.25], [-2.68, -0.53, -1.63], [-2.29, -2.00, 0.06], [-3.28, 0.78, -1.59], [-3.59, 1.10, -0.22], [-4.08, 2.01, 0.10], [-3.63, -0.24, 1.59], [-2.36, -1.06, -2.51], [-3.58, 1.36, -2.47], [1.03, 3.06, 0.70], [0.87, 2.10, 1.44], [0.05, 1.00, 1.16], [0.06, -0.24, 2.28], [-1.18, -0.24, 3.00], [0.54, -1.46, 1.68], [1.35, 0.54, 3.16], [2.17, -0.05, 4.11], [3.24, 0.70, 4.64], [3.47, 2.02, 4.20], [2.66, 2.58, 3.21], [1.60, 1.83, 2.70], [1.97, -1.08, 4.38], [3.92, 0.23, 5.34], [4.28, 2.61, 4.64], [2.82, 3.59, 2.82]], "orbital_gap_ev": 6.84, "de_lowest_ev": 0.0000}